[1]
Entry from the Open Molecules 2025 dataset: an isolated ion of composition C4H9N2OS and charge -1 in a non-equilibrium geometry (wB97M-V/def2-TZVPD).

Relative energy (zero: lowest compared OMol25 entry of this formula, charge and spin) in eV: 1.582
LUMO in eV: 3.5
Charge: -1
Gap between HOMO and LUMO in eV: 6.20

Atoms and positions in Å:
N 1.2563 -0.5630 -2.9427
C 0.5643 -0.1103 -1.7517
C 1.4770 0.5984 -0.7748
O 2.5492 1.1333 -1.1014
N 1.0982 0.5726 0.6284
C -0.0855 -0.2850 1.1896
C -1.4154 0.4515 1.2176
S -2.6092 -0.8614 1.8095
H 2.1165 -1.0081 -2.6513
H 1.5167 0.3143 -3.4995
H -0.2481 0.4613 -2.0416
H 0.1745 -0.9452 -1.2184
H 1.1580 1.4880 1.1242
H -0.2178 -1.3193 0.7625
H 0.3359 -0.4508 2.1143
H -1.7215 0.9118 0.3033
H -1.4858 1.2692 1.8810

---

[2]
Entry from the Open Molecules 2025 dataset: an isolated ion of composition C4H9N2OS and charge +1 in a non-equilibrium geometry (wB97M-V/def2-TZVPD).

Relative energy (zero: lowest compared OMol25 entry of this formula, charge and spin) in eV: 5.494
LUMO (alpha / beta) in eV: -6.5 / -6.5
Charge: +1
Gap between HOMO and LUMO (alpha / beta) in eV: 8.55 / 8.55

Atoms and positions in Å:
C -1.3275 -0.4770 0.0447
C -1.1910 0.9792 -0.2053
C -0.2385 -1.3913 -0.5769
C 0.1705 1.4777 0.3137
N 1.7537 -1.7414 0.5741
N 0.9689 -0.9150 -0.2002
O 2.7300 0.9644 0.1757
S 1.6216 0.7418 -0.6473
H -1.3487 -0.5406 1.1178
H -2.2658 -0.8279 -0.3850
H -1.3937 1.2939 -1.2494
H -1.9229 1.5012 0.5019
H -0.6605 -2.4253 -0.3715
H -0.3861 -1.0879 -1.6009
H 0.5819 2.5513 0.4674
H 0.2849 1.1500 1.4238
H 2.6232 -1.2530 0.6175

---

| no. | DFT total energy (eV) |
| --- | --- |
| 1 | -20157.26612 |
| 2 | -20145.70656 |